Entry 1:
A molecular structure, C51H44B3F13O29S in a non-equilibrium geometry. Source: OMol25; level of theory: ωB97M-V with the def2-TZVPD basis set.

- HOMO-LUMO gap: 8.05 eV
- Total energy: -5922.926490 a.u.
- Net charge: 0

The geometry in XYZ format:
```
141
Properties=species:S:1:pos:R:3:lowdin_charge:R:1
C 4.844 -5.995 1.106 0.04
C 4.274 -5.357 0.086 -0.07
C 3.692 -3.995 0.261 -0.45
O 2.571 -3.780 0.685 0.14
O 4.522 -2.948 -0.122 -0.06
C 4.239 -2.588 -1.495 -0.18
C 3.931 -1.115 -1.570 -0.16
C 2.582 -0.759 -0.914 -0.19
C 2.768 0.076 0.351 -0.20
C 1.380 0.492 0.909 -0.17
C 1.127 2.007 0.758 -0.05
B -0.310 2.369 0.248 -0.50
O -0.912 3.542 0.723 0.27
B -2.285 3.495 0.723 -0.33
O -2.892 2.919 -0.383 0.27
B -2.354 1.632 -0.470 -0.53
C -3.270 0.377 -0.270 -0.03
C -3.310 -0.543 -1.495 -0.06
C -4.346 -1.663 -1.336 -0.41
F -5.407 -1.360 -2.138 0.10
F -4.833 -1.688 -0.078 0.12
C -3.870 -3.063 -1.793 -0.33
F -4.868 -3.770 -2.330 0.18
F -2.963 -2.858 -2.783 0.12
C -3.112 -3.869 -0.672 -0.36
F -2.208 -4.648 -1.287 0.16
F -2.465 -2.971 0.090 0.15
C -4.079 -4.790 0.124 -0.40
F -5.279 -4.216 0.312 0.14
F -4.284 -5.877 -0.647 0.13
S -3.419 -5.375 1.820 0.76
F -1.942 -5.263 1.301 -0.11
F -3.472 -6.891 1.390 -0.12
F -4.898 -5.529 2.367 -0.12
F -3.416 -3.881 2.327 -0.12
F -2.864 -5.822 3.216 -0.10
O -0.986 1.568 -0.661 0.31
H 4.626 -5.737 2.129 0.08
H 5.545 -6.783 0.888 0.07
H 4.193 -5.808 -0.890 0.12
H 3.414 -3.163 -1.905 0.13
H 5.117 -2.772 -2.108 0.11
H 4.718 -0.550 -1.083 0.11
H 3.909 -0.822 -2.616 0.12
H 1.960 -0.206 -1.614 0.12
H 2.065 -1.659 -0.597 0.10
H 3.291 -0.525 1.089 0.11
H 3.369 0.952 0.129 0.08
H 0.623 -0.099 0.407 0.10
H 1.370 0.249 1.966 0.11
H 1.232 2.491 1.723 0.11
H 1.835 2.469 0.070 0.11
H -2.955 3.838 1.644 0.12
H -4.252 0.723 0.024 0.12
H -2.819 -0.208 0.527 0.12
H -2.304 -0.912 -1.647 0.13
H -3.584 0.010 -2.385 0.14
C 5.499 6.018 2.057 0.08
C 5.287 5.342 0.921 -0.24
C 4.646 3.983 0.924 -0.31
O 4.467 3.434 -0.147 0.10
C 4.276 3.397 2.204 0.08
C 4.493 4.074 3.339 -0.23
C 5.112 5.442 3.332 -0.31
O 5.273 6.015 4.392 0.10
O 4.182 3.596 4.537 0.12
O 5.618 5.813 -0.275 0.12
H 5.957 6.996 2.074 0.14
H 3.830 2.412 2.194 0.13
H 4.441 4.284 5.177 0.12
H 5.353 5.128 -0.917 0.12
C -1.829 -0.356 -7.444 0.07
C -1.871 -0.941 -8.648 -0.24
C -2.306 -2.370 -8.823 -0.32
O -2.333 -2.821 -9.953 0.11
C -2.664 -3.131 -7.640 0.08
C -2.620 -2.547 -6.433 -0.23
C -2.209 -1.110 -6.262 -0.31
O -2.211 -0.647 -5.137 0.11
O -2.931 -3.175 -5.311 0.11
O -1.537 -0.313 -9.768 0.12
H -1.520 0.671 -7.309 0.14
H -2.961 -4.161 -7.774 0.14
H -2.812 -2.518 -4.596 0.09
H -1.661 -0.963 -10.486 0.12
C -10.717 -3.241 -3.995 0.07
C -9.624 -3.092 -4.754 -0.24
C -8.358 -2.490 -4.211 -0.31
O -7.402 -2.406 -4.959 0.11
C -8.346 -2.040 -2.830 0.08
C -9.440 -2.186 -2.072 -0.23
C -10.698 -2.810 -2.607 -0.32
O -11.644 -2.924 -1.851 0.11
O -9.497 -1.795 -0.804 0.12
O -9.573 -3.462 -6.028 0.12
H -11.632 -3.675 -4.375 0.14
H -7.438 -1.594 -2.456 0.11
H -10.395 -2.020 -0.495 0.12
H -8.672 -3.246 -6.333 0.12
C 9.626 -2.647 -1.677 0.07
C 10.569 -3.576 -1.478 -0.24
C 10.349 -4.749 -0.563 -0.32
O 11.251 -5.558 -0.452 0.10
C 9.082 -4.848 0.136 0.07
C 8.134 -3.917 -0.057 -0.23
C 8.347 -2.757 -0.994 -0.30
O 7.439 -1.961 -1.138 0.11
O 6.961 -3.952 0.550 0.10
O 11.757 -3.537 -2.067 0.12
H 9.774 -1.802 -2.335 0.14
H 8.942 -5.686 0.803 0.13
H 6.450 -3.171 0.237 0.10
H 12.239 -4.325 -1.752 0.12
C 5.203 11.846 5.852 0.08
C 4.987 11.166 4.718 -0.24
C 4.345 9.809 4.722 -0.31
O 4.154 9.249 3.660 0.10
C 3.981 9.223 6.000 0.08
C 4.196 9.897 7.135 -0.24
C 4.814 11.268 7.130 -0.31
O 4.964 11.829 8.198 0.11
O 3.888 9.417 8.334 0.12
O 5.316 11.634 3.520 0.12
H 5.661 12.825 5.862 0.14
H 3.536 8.238 5.984 0.13
H 4.146 10.106 8.974 0.12
H 5.047 10.948 2.881 0.12
C -4.928 -1.030 3.944 0.08
C -6.116 -1.247 4.523 -0.23
C -7.125 -0.146 4.697 -0.31
O -8.188 -0.426 5.216 0.11
C -6.775 1.188 4.240 0.08
C -5.586 1.406 3.663 -0.23
C -4.588 0.299 3.467 -0.30
O -3.533 0.560 2.917 0.10
O -5.209 2.600 3.226 0.12
O -6.488 -2.433 4.980 0.12
H -4.196 -1.814 3.811 0.13
H -7.502 1.975 4.384 0.14
H -4.316 2.487 2.851 0.09
H -7.386 -2.313 5.344 0.12
```

=====

Entry 2:
A molecular structure, C51H44Cl2N2O5RhS3. Source: OMol25; level of theory: ωB97M-V with the def2-TZVPD basis set.

- Relative energy (zero: lowest compared OMol25 entry of this formula, charge and spin): 81.7 kJ/mol
- HOMO-LUMO gap (spin up / spin down): 7.76 / 5.45 eV
- Spin multiplicity: 5
- ⟨S²⟩: 6.02
- Total energy: -4680.765860 a.u.
- Net charge: +1

The geometry in XYZ format:
```
108
Properties=species:S:1:pos:R:3:lowdin_spin:R:1
Rh -0.561 -0.522 0.166 2.34
C 0.481 -3.596 -7.420 0.00
C 0.559 -3.108 -5.997 0.00
C -0.069 -1.929 -5.608 0.00
C -0.024 -1.502 -4.286 0.00
C 0.670 -2.267 -3.362 0.02
C 1.302 -3.450 -3.715 0.00
C 1.245 -3.856 -5.035 0.00
S 0.710 -1.763 -1.662 0.06
O 0.592 -3.021 -0.863 0.02
C 2.349 -1.035 -1.596 0.00
C 2.423 0.180 -2.327 0.00
C 3.587 0.873 -2.379 0.00
C 4.726 0.411 -1.671 0.00
C 5.944 1.133 -1.703 0.00
C 7.026 0.703 -0.993 0.00
C 6.928 -0.457 -0.196 0.00
C 5.768 -1.175 -0.150 0.00
C 4.638 -0.778 -0.908 0.00
C 3.412 -1.531 -0.897 0.00
C 3.358 -2.790 -0.089 0.00
C 4.104 -3.926 -0.520 0.00
C 4.765 -3.958 -1.779 0.00
C 5.447 -5.069 -2.179 0.00
C 5.518 -6.210 -1.344 0.00
C 4.892 -6.210 -0.134 0.00
C 4.162 -5.074 0.305 0.00
C 3.497 -5.060 1.553 0.00
C 2.751 -3.987 1.937 0.00
C 2.660 -2.859 1.091 0.02
S 1.633 -1.428 1.531 0.05
O 2.511 -0.416 2.150 0.03
C 0.644 -2.170 2.817 0.00
C -0.245 -3.194 2.517 0.00
C -1.011 -3.738 3.535 0.00
C -0.900 -3.270 4.844 0.00
C -1.720 -3.873 5.956 0.00
C -0.007 -2.232 5.108 0.00
C 0.770 -1.677 4.100 0.00
H -0.013 -2.871 -8.064 0.00
H -0.077 -4.532 -7.472 0.00
H 1.477 -3.790 -7.822 0.00
H -0.611 -1.343 -6.342 0.00
H -0.535 -0.595 -3.973 0.00
H 1.827 -4.038 -2.966 0.00
H 1.737 -4.777 -5.330 0.00
H 1.541 0.532 -2.855 0.00
H 3.662 1.793 -2.952 0.00
H 5.997 2.040 -2.297 0.00
H 7.957 1.255 -1.028 0.00
H 7.781 -0.776 0.393 0.00
H 5.706 -2.052 0.481 0.00
H 4.720 -3.090 -2.426 0.00
H 5.941 -5.081 -3.143 0.00
H 6.070 -7.082 -1.671 0.00
H 4.935 -7.079 0.514 0.00
H 3.580 -5.922 2.205 0.00
H 2.249 -3.996 2.894 0.00
H -0.306 -3.583 1.504 0.00
H -1.696 -4.551 3.313 0.00
H -2.115 -4.849 5.675 0.00
H -2.569 -3.229 6.204 0.00
H -1.124 -3.987 6.860 0.00
H 0.088 -1.858 6.124 0.00
H 1.476 -0.876 4.293 0.00
Cl -0.960 5.792 4.061 0.00
C -0.519 4.412 3.107 0.01
C 0.557 4.509 2.212 0.00
C 0.917 3.435 1.444 0.01
Cl 2.306 3.564 0.405 0.00
C 0.229 2.186 1.494 0.01
O 0.601 1.228 0.720 0.12
C -0.829 2.115 2.448 0.01
C -1.593 0.924 2.676 0.01
O -1.452 -0.179 2.134 0.07
C -1.187 3.235 3.228 0.00
H 1.106 5.438 2.130 0.00
H -2.368 1.005 3.450 0.00
H -2.009 3.145 3.933 0.00
C -2.778 -3.136 -0.715 0.04
C -3.182 -1.740 -1.195 0.04
C -4.119 -1.084 -0.179 0.02
O -1.995 -0.985 -1.410 0.69
H -3.675 -3.749 -0.626 0.01
H -2.295 -3.066 0.265 0.00
H -2.082 -3.609 -1.408 0.00
H -3.706 -1.823 -2.148 0.00
H -3.594 -0.934 0.768 0.00
H -4.974 -1.737 -0.005 0.00
H -4.476 -0.122 -0.545 0.00
N 0.119 2.485 -1.607 0.02
C -1.206 2.620 -1.599 0.06
S -2.179 1.475 -0.775 0.29
N -1.721 3.636 -2.302 0.02
C -3.089 4.051 -2.397 0.00
C -3.878 4.222 -1.268 0.01
C -5.189 4.652 -1.413 0.00
C -5.703 4.929 -2.673 0.00
C -4.895 4.787 -3.792 0.00
C -3.587 4.351 -3.656 0.00
H 0.521 1.936 -0.849 0.00
H 0.700 3.237 -1.950 0.00
H -1.083 4.122 -2.911 0.00
H -3.465 4.045 -0.282 0.00
H -5.804 4.790 -0.531 0.00
H -6.726 5.269 -2.781 0.00
H -5.285 5.014 -4.777 0.00
H -2.954 4.236 -4.530 0.00
```

=====

Entry 3:
A molecular structure, C51H45BCl3F4MnN4OPS2Se in a non-equilibrium geometry. Source: OMol25; level of theory: ωB97M-V with the def2-TZVPD basis set.

- HOMO-LUMO gap (spin up / spin down): 2.96 / 3.67 eV
- Spin multiplicity: 6
- ⟨S²⟩: 8.78
- Total energy: -8759.807064 a.u.
- Net charge: -2

The geometry in XYZ format:
```
114
Properties=species:S:1:pos:R:3:lowdin_spin:R:1
Mn 15.867 10.217 10.394 4.40
C 23.125 9.056 9.577 0.00
C 21.765 8.380 9.337 0.00
C 21.215 7.895 10.681 0.00
C 21.877 7.255 8.310 0.00
C 20.730 9.408 8.771 0.00
C 21.160 10.162 7.676 0.00
C 20.393 11.199 7.165 0.00
C 19.121 11.416 7.672 0.00
S 18.083 12.711 7.175 0.02
C 16.930 12.118 8.390 0.04
N 17.381 11.095 9.139 0.05
C 18.623 10.614 8.710 0.01
C 19.425 9.613 9.271 0.00
C 15.448 12.404 8.390 0.02
C 14.829 13.334 7.539 0.00
C 13.457 13.310 7.412 0.01
C 12.687 12.388 8.107 0.00
C 13.279 11.512 9.029 0.02
C 14.656 11.536 9.229 0.04
H 23.874 8.247 9.741 0.00
H 23.115 9.720 10.445 0.00
H 23.533 9.622 8.687 0.00
H 21.825 7.120 11.189 0.00
H 20.178 7.483 10.548 0.00
H 21.056 8.733 11.347 0.00
H 22.617 6.535 8.555 0.00
H 22.106 7.691 7.305 0.00
H 20.937 6.703 8.294 0.00
H 22.163 10.102 7.321 0.00
H 20.738 11.719 6.305 0.00
H 19.039 8.962 10.055 0.00
H 15.477 14.038 6.999 0.00
H 12.966 14.007 6.723 0.00
H 11.618 12.235 7.931 0.00
H 12.659 10.884 9.576 0.00
N 12.228 8.011 10.471 0.01
C 11.300 8.794 11.062 0.00
C 9.962 8.569 10.741 0.00
C 8.954 8.844 11.623 0.00
C 9.300 9.368 12.902 0.00
C 10.611 9.781 13.157 0.00
C 11.589 9.645 12.183 0.00
P 13.201 10.410 12.496 0.02
C 13.711 9.446 14.006 0.00
C 13.173 9.643 15.268 0.00
C 13.233 8.578 16.199 0.00
C 13.901 7.365 15.901 0.00
C 14.476 7.246 14.644 0.00
C 14.397 8.261 13.730 0.00
C 12.894 12.096 13.008 0.00
C 11.675 12.703 12.838 0.00
C 11.478 14.071 13.033 0.00
C 12.442 15.033 12.933 0.00
C 13.625 14.970 12.181 0.00
C 14.014 12.734 13.692 0.00
H 11.901 7.409 9.708 0.00
H 13.238 8.080 10.682 0.01
H 9.701 8.006 9.808 0.00
H 7.900 8.838 11.343 0.00
H 8.471 9.410 13.651 0.00
H 10.823 10.273 14.098 0.00
H 12.634 10.559 15.547 0.00
H 12.860 8.707 17.225 0.00
H 13.957 6.548 16.663 0.00
H 15.000 6.342 14.381 0.00
H 14.730 8.001 12.711 0.00
H 10.905 12.098 12.421 0.00
H 10.473 14.440 13.281 0.00
H 12.168 15.972 13.470 0.00
H 14.188 15.934 12.076 0.00
H 14.814 12.000 13.922 0.00
F 13.636 13.050 15.044 0.00
B 14.789 14.019 12.948 0.00
F 15.697 13.468 12.014 0.01
F 15.325 14.917 13.867 0.00
F 13.417 14.527 10.797 0.00
Se 15.404 8.113 9.714 0.18
Cl 20.449 5.455 17.986 0.00
C 20.523 7.079 17.424 0.00
C 20.981 7.329 16.113 0.00
C 20.738 8.598 15.612 0.00
C 20.134 9.634 16.418 0.00
C 19.850 10.951 15.749 0.00
C 18.488 11.152 15.123 0.00
N 18.141 10.434 13.842 0.01
C 18.216 9.064 13.600 0.00
C 17.507 8.809 12.489 0.02
N 16.917 10.009 12.028 0.05
C 17.382 10.942 12.855 0.03
O 20.823 11.230 14.710 0.00
C 21.831 12.129 15.142 0.00
C 22.981 12.228 14.167 0.00
C 22.962 12.995 13.031 0.00
Cl 21.649 13.983 12.472 0.00
S 24.390 12.868 12.103 0.00
C 25.092 11.744 13.249 0.00
C 24.229 11.478 14.282 0.00
C 19.864 9.388 17.752 0.00
Cl 19.408 10.585 18.852 0.00
C 20.051 8.087 18.261 0.00
H 21.492 6.549 15.571 0.00
H 21.177 8.874 14.627 0.00
H 20.012 11.753 16.497 0.00
H 18.379 12.234 14.869 0.00
H 17.729 10.905 15.887 0.00
H 18.696 8.393 14.288 0.00
H 17.342 7.859 11.972 0.00
H 17.082 11.970 12.689 0.00
H 22.246 11.872 16.177 0.00
H 21.374 13.131 15.253 0.00
H 26.123 11.477 13.282 0.00
H 24.510 10.775 15.114 0.00
H 19.836 7.921 19.345 0.00
```

=====

Entry 4:
A molecular structure, C51H45BrN6O2STeTi in a non-equilibrium geometry. Source: OMol25; level of theory: ωB97M-V with the def2-TZVPD basis set.

- Relative energy (zero: lowest compared OMol25 entry of this formula, charge and spin): 155.3 kJ/mol
- HOMO-LUMO gap (spin up / spin down): 4.91 / 4.95 eV
- Total energy: -6539.169086 a.u.
- Net charge: 0

The geometry in XYZ format:
```
108
Properties=species:S:1:pos:R:3:lowdin_charge:R:1
Ti -0.329 -1.365 0.489 0.83
O -3.026 -0.228 -1.591 0.04
C -2.719 0.858 -2.355 -0.28
C -3.660 1.421 -3.212 -0.02
C -3.339 2.534 -3.971 -0.08
C -2.071 3.089 -3.885 -0.09
C -1.138 2.507 -3.041 -0.03
C -1.434 1.391 -2.267 -0.11
C -0.366 0.876 -1.320 -0.37
O -0.314 -0.503 -1.163 -0.25
N -0.545 1.555 -0.013 0.04
N -0.319 0.620 1.037 -0.18
C 0.209 1.174 2.140 -0.26
C 0.534 0.432 3.268 -0.56
Br -0.405 -1.324 3.332 0.82
C 1.412 0.648 4.285 -0.15
C 2.518 1.587 4.275 -0.22
C 2.992 2.247 3.129 -0.05
C 4.074 3.112 3.195 -0.11
C 4.731 3.344 4.396 -0.11
C 4.289 2.684 5.538 -0.10
C 3.207 1.826 5.478 -0.05
H -3.972 -0.407 -1.647 0.12
H -4.648 0.976 -3.278 0.12
H -4.082 2.963 -4.631 0.10
H -1.808 3.958 -4.473 0.10
H -0.137 2.920 -2.977 0.12
H 0.593 1.206 -1.747 0.13
H -1.510 1.868 0.055 0.09
H 0.397 2.241 2.151 0.12
H 1.309 0.042 5.177 0.09
H 2.509 2.078 2.175 0.09
H 4.403 3.617 2.294 0.10
H 5.566 4.031 4.445 0.09
H 4.790 2.847 6.484 0.10
H 2.872 1.323 6.378 0.11
C -5.887 1.901 3.083 -0.04
C -5.358 1.614 1.672 -0.55
C -6.425 1.996 0.635 -0.04
C -4.127 2.488 1.425 -0.06
C -5.037 0.126 1.543 -0.16
C -6.067 -0.825 1.694 -0.03
C -5.840 -2.181 1.591 -0.07
C -4.543 -2.610 1.315 -0.45
S -3.906 -4.219 1.154 1.14
C -2.330 -3.563 0.875 -0.53
N -2.285 -2.256 0.854 -0.02
C -3.518 -1.687 1.139 -0.29
C -3.758 -0.321 1.278 0.03
C -1.110 -4.346 0.686 -0.30
C -1.119 -5.735 0.791 -0.06
C 0.066 -6.429 0.617 -0.08
C 1.232 -5.720 0.352 -0.08
C 1.214 -4.331 0.270 -0.14
C 0.045 -3.582 0.428 -0.17
H -6.122 2.963 3.188 0.09
H -5.141 1.639 3.835 0.09
H -6.795 1.334 3.296 0.08
H -6.672 3.055 0.724 0.09
H -7.344 1.425 0.769 0.08
H -6.058 1.819 -0.379 0.08
H -4.400 3.539 1.534 0.09
H -3.743 2.353 0.410 0.08
H -3.327 2.277 2.137 0.09
H -7.073 -0.488 1.907 0.11
H -6.647 -2.889 1.728 0.11
H -2.921 0.352 1.172 0.09
H -2.035 -6.272 1.011 0.09
H 0.086 -7.508 0.694 0.10
H 2.163 -6.257 0.213 0.10
H 2.154 -3.824 0.069 0.08
N 8.881 3.375 -2.004 0.16
C 8.032 2.730 -1.578 -0.18
C 6.968 1.923 -1.044 -0.23
C 6.019 1.373 -1.902 -0.01
C 5.001 0.589 -1.390 0.01
C 4.929 0.373 -0.020 -0.17
C 5.864 0.926 0.844 0.00
C 6.891 1.697 0.328 -0.01
N 3.874 -0.413 0.507 0.00
C 3.928 -1.234 1.617 -0.02
C 2.674 -1.722 1.785 -0.12
N 1.850 -1.209 0.808 -0.01
C 2.595 -0.424 0.066 -0.10
H 6.089 1.551 -2.966 0.12
H 4.270 0.140 -2.049 0.10
H 5.766 0.783 1.911 0.12
H 7.624 2.138 0.988 0.13
H 4.842 -1.400 2.158 0.13
H 2.304 -2.402 2.532 0.10
H 2.251 0.156 -0.775 0.13
C 0.923 -2.966 -2.935 -0.44
Te -1.105 -3.621 -3.093 1.26
C -1.395 -1.905 -4.334 -0.44
C -0.058 -1.217 -4.449 -0.28
C 0.071 -0.043 -5.187 -0.04
C 1.291 0.603 -5.288 -0.09
C 2.408 0.070 -4.654 -0.09
C 2.285 -1.098 -3.918 -0.06
C 1.056 -1.743 -3.799 -0.29
H 1.597 -3.764 -3.241 0.06
H 1.122 -2.717 -1.895 0.01
H -2.122 -1.251 -3.859 0.03
H -1.772 -2.202 -5.312 0.05
H -0.803 0.375 -5.674 0.12
H 1.375 1.517 -5.862 0.10
H 3.370 0.560 -4.744 0.10
H 3.153 -1.532 -3.433 0.11
```

=====

total energy of number 3 (C51H45BCl3F4MnN4OPS2Se)?
-8759.807064 a.u.